The following is a quantum chemistry calculation of a 2-piece molecular cluster, C4H6FNO overall at a distorted geometry, from OMol25.

Atoms and positions in Å:
C1 -0.4539 -0.1805 1.3052
C2 -1.0334 -0.1353 -0.0551
C3 0.9095 0.7391 -2.3557
C4 -0.5167 -0.7830 -1.1479
N1 1.0427 1.5194 -1.4173
O1 1.0502 -0.1482 -3.0927
F1 -2.1426 0.6236 -0.1201
H1 -1.1721 -0.7334 2.0141
H2 0.6805 -0.5405 1.2601
H3 -0.9578 -0.8821 -2.0578
H4 0.3686 -1.4485 -1.0142
H5 -0.5011 0.8772 1.6990
H6 0.3482 2.2792 -1.0959

Summary:
calculated total energy	-10494.7053	eV
relative energy (zero: lowest compared OMol25 entry of this formula, charge and spin)	15.99	kcal/mol
gap between HOMO and LUMO (alpha / beta)	6.0 / 9.2	eV
multiplicity	3